# 1
# C20H28F12N6O8S4V

A structure of composition C20H28F12N6O8S4V at a distorted geometry (ωB97M-V/def2-TZVPD, the Open Molecules 2025 dataset).

Values from the calculation:
Largest force on an atom ... 0.0419 hartree/bohr
Orbital gap (alpha / beta) ... 9.0 / 10.1 eV
ΔE to the lowest compared entry with this formula, charge and spin ... 0.0 kJ/mol
2S+1 ... 3
LUMO energy (alpha / beta) ... -4.9 / -3.8 eV
Total charge ... +1
HOMO (alpha / beta) ... -13.9 / -13.9 eV

Structure (XYZ):
```
79
C20H28F12N6O8S4V ωB97M-V/def2-TZVPD
V -0.363 -0.485 0.093
C -3.055 1.774 2.440
F -2.514 2.852 1.881
F -3.657 2.125 3.558
F -3.910 1.229 1.584
S -1.667 0.588 2.933
O -0.494 1.385 2.916
O -2.028 -0.051 4.142
N -1.608 -0.524 1.647
S -2.706 -1.744 1.884
O -3.915 -1.316 2.479
O -2.755 -2.455 0.649
C -1.884 -2.889 3.141
F -2.687 -3.083 4.155
F -1.646 -4.062 2.525
F -0.720 -2.391 3.551
C -0.123 -0.796 -4.167
F -0.363 0.490 -3.894
F -1.294 -1.425 -4.233
F 0.542 -0.924 -5.283
S 0.849 -1.605 -2.772
O 0.013 -2.659 -2.310
O 2.129 -1.967 -3.255
N 0.903 -0.475 -1.516
S 2.154 0.553 -1.831
O 2.270 0.824 -3.215
O 2.067 1.682 -0.959
C 3.704 -0.360 -1.302
F 4.426 -0.701 -2.329
F 4.403 0.497 -0.542
F 3.382 -1.422 -0.569
C 0.859 4.505 1.762
C 0.946 4.774 0.269
C -0.215 4.158 -0.530
C -0.412 2.744 -0.253
N -0.572 1.644 -0.043
H 0.729 3.435 1.976
H -0.010 4.984 2.217
H 1.766 4.789 2.292
H 1.905 4.460 -0.140
H 0.867 5.852 0.109
H -0.014 4.253 -1.599
H -1.160 4.660 -0.308
C 3.959 2.434 1.911
C 3.379 1.939 3.223
C 3.031 0.447 3.246
C 2.091 0.131 2.198
N 1.330 -0.055 1.374
H 4.858 1.877 1.625
H 4.226 3.485 1.978
H 3.268 2.283 1.072
H 2.496 2.534 3.460
H 4.101 2.149 4.014
H 2.545 0.214 4.197
H 3.909 -0.193 3.165
C -4.278 2.195 -2.547
C -4.210 1.008 -3.531
C -4.082 -0.351 -2.831
C -2.898 -0.444 -2.000
N -1.956 -0.545 -1.367
H -5.254 2.255 -2.062
H -4.123 3.124 -3.090
H -3.527 2.092 -1.760
H -3.374 1.180 -4.211
H -5.113 1.005 -4.139
H -4.001 -1.150 -3.577
H -4.982 -0.578 -2.258
C 2.408 -5.013 -1.163
C 1.080 -5.674 -0.893
C 0.415 -5.185 0.410
C 0.249 -3.748 0.432
N 0.058 -2.620 0.453
H 3.116 -5.136 -0.342
H 2.286 -3.940 -1.336
H 2.852 -5.399 -2.079
H 1.192 -6.756 -0.842
H 0.388 -5.451 -1.709
H 1.008 -5.457 1.287
H -0.593 -5.586 0.539
```

Results of the Löwdin charge analysis, in e, for atoms 1 through 4: number 1, V, carries 0.85; number 2, C, carries -0.66; number 3, F, carries 0.14; number 4, F, carries 0.18

---

# 2
# C20H28F3MnO2

A structure of composition C20H28F3MnO2 at a distorted geometry (ωB97M-V/def2-TZVPD, the Open Molecules 2025 dataset).

Values from the calculation:
Largest force on an atom ... 0.0625 hartree/bohr
Orbital gap (alpha / beta) ... 4.1 / 6.5 eV
2S+1 ... 6
LUMO energy (alpha / beta) ... 2.5 / 2.5 eV
Total charge ... -1
HOMO (alpha / beta) ... -1.6 / -4.0 eV

Structure (XYZ):
```
54
C20H28F3MnO2 ωB97M-V/def2-TZVPD
O -0.212 -3.583 -0.527
C -0.701 -4.481 0.495
C 0.724 -5.027 0.749
H -1.492 -5.035 -0.013
H -1.098 -4.020 1.410
C 1.170 -3.828 -0.174
H 1.116 -5.923 0.270
H 1.097 -4.977 1.795
C 1.976 -4.158 -1.404
H 1.420 -4.861 -2.049
H 2.896 -4.658 -1.072
H 2.249 -3.236 -1.940
C 1.837 -2.916 0.824
H 1.236 -2.835 1.733
H 2.078 -1.919 0.468
H 2.789 -3.370 1.137
Mn -0.139 0.082 -0.077
C 0.174 1.380 1.676
C -1.227 1.324 1.425
C -1.639 -0.040 1.548
H -1.894 2.181 1.309
C -0.482 -0.844 1.826
C 0.652 0.045 1.903
H 1.660 -0.238 2.201
H 0.758 2.294 1.792
H -2.669 -0.378 1.622
H -0.493 -1.900 2.075
C 0.672 1.785 -1.164
C 1.762 1.114 -0.523
C 1.831 -0.214 -1.029
H 2.499 1.574 0.131
C 0.728 -0.414 -1.925
C 0.036 0.855 -2.044
H -0.715 1.112 -2.784
H 0.412 2.836 -1.077
H 2.670 -0.895 -0.924
H 0.556 -1.318 -2.505
O -0.740 -6.304 -1.271
C 0.017 -7.474 -0.853
C -0.771 -8.760 -1.092
H 0.254 -7.494 0.227
H 0.992 -7.469 -1.367
C -2.210 -8.266 -1.281
H -0.679 -9.473 -0.264
H -0.348 -9.207 -1.993
C -2.125 -6.734 -1.405
H -2.811 -8.514 -0.403
H -2.675 -8.717 -2.155
H -2.740 -6.234 -0.640
H -2.526 -6.393 -2.372
F -2.896 0.334 -0.959
C -1.982 -0.712 -1.020
F -2.542 -1.783 -0.376
F -1.910 -1.076 -2.330
```

Results of the Löwdin charge analysis, in e, for atoms 1 through 4: number 1, O, carries -0.07; number 2, C, carries -0.14; number 3, C, carries -0.08; number 4, H, carries 0.08

---

# 3
# C20H28IrN2O12Si

A structure of composition C20H28IrN2O12Si (ωB97M-V/def2-TZVPD, the Open Molecules 2025 dataset).

Values from the calculation:
Largest force on an atom ... 0.0193 hartree/bohr
Orbital gap (alpha / beta) ... 7.4 / 5.7 eV
ΔE to the lowest compared entry with this formula, charge and spin ... 102.5 kJ/mol
2S+1 ... 6
LUMO energy (alpha / beta) ... -0.2 / -3.1 eV
HOMO (alpha / beta) ... -7.6 / -8.9 eV

Structure (XYZ):
```
64
C20H28IrN2O12Si ωB97M-V/def2-TZVPD
Ir 0.425 -0.320 -0.171
O -2.621 1.723 2.501
C -1.625 1.033 1.960
O -0.983 1.432 1.019
C -1.423 -0.304 2.640
O -0.195 -0.908 2.311
C 0.931 -0.410 3.042
C 1.556 0.806 2.357
O 1.893 1.788 2.970
O 1.749 0.648 1.055
H -2.739 2.533 1.982
H -2.216 -0.960 2.277
H -1.534 -0.179 3.720
H 1.657 -1.224 3.034
H 0.651 -0.173 4.069
O -3.008 -1.436 -1.868
C -2.018 -1.712 -1.227
O -1.552 -0.918 -0.280
C -1.294 -3.012 -1.449
C -2.029 -4.014 -2.062
C -1.464 -5.253 -2.295
C -0.148 -5.518 -1.973
C 0.596 -4.510 -1.406
C 0.059 -3.239 -1.074
O 0.775 -2.374 -0.423
N 2.009 -4.821 -1.158
O 2.279 -5.947 -0.797
O 2.830 -3.948 -1.362
N -2.270 -6.312 -2.913
O -1.705 -7.352 -3.192
O -3.414 -6.040 -3.216
H -3.051 -3.813 -2.347
H 0.294 -6.484 -2.169
C 1.092 -1.188 -3.662
Si 1.022 0.234 -2.457
C 0.245 1.776 -3.233
C -1.161 1.215 -3.543
C 0.089 2.916 -2.222
C 0.883 2.293 -4.523
C 3.379 0.597 -2.351
C 3.856 0.469 -3.765
C 3.749 -0.526 -1.435
C 3.397 1.967 -1.751
H 1.424 -0.885 -4.656
H 0.076 -1.586 -3.750
H 1.720 -1.997 -3.290
H -1.662 0.803 -2.663
H -1.145 0.443 -4.313
H -1.780 2.038 -3.912
H -0.366 2.573 -1.291
H -0.563 3.687 -2.644
H 1.040 3.389 -1.976
H 1.027 1.503 -5.263
H 1.844 2.774 -4.338
H 0.230 3.045 -4.977
H 3.813 -0.557 -4.123
H 4.909 0.781 -3.780
H 3.325 1.122 -4.458
H 3.395 -1.496 -1.775
H 3.426 -0.351 -0.412
H 4.848 -0.576 -1.432
H 3.101 2.741 -2.456
H 4.436 2.171 -1.453
H 2.802 2.030 -0.838
```

Results of the Löwdin charge analysis, in e, for atoms 1 through 4: number 1, Ir, carries 1.51; number 2, O, carries 0.16; number 3, C, carries -0.48; number 4, O, carries 0.04

---

# 4
# C20H28IrN4O3SSi

A structure of composition C20H28IrN4O3SSi (ωB97M-V/def2-TZVPD, the Open Molecules 2025 dataset).

Values from the calculation:
Largest force on an atom ... 0.0087 hartree/bohr
Orbital gap (alpha / beta) ... 7.6 / 6.1 eV
ΔE to the lowest compared entry with this formula, charge and spin ... 0.0 kJ/mol
2S+1 ... 2
LUMO energy (alpha / beta) ... -7.3 / -8.7 eV
Total charge ... +2
HOMO (alpha / beta) ... -14.9 / -14.9 eV

Structure (XYZ):
```
58
C20H28IrN4O3SSi ωB97M-V/def2-TZVPD
Ir 0.200 1.261 1.935
N -0.219 0.090 3.602
N -1.624 0.163 3.803
C -2.306 1.238 3.211
O -3.397 1.562 3.541
O -1.615 1.829 2.195
H 0.052 -0.883 3.469
H 0.293 0.441 4.413
H -1.956 -0.105 4.720
C 0.039 4.766 2.656
Si 1.078 3.435 1.946
C 2.859 3.381 2.421
C 0.631 2.754 0.241
C 1.722 2.459 -0.629
C 1.558 2.457 -1.995
C 0.297 2.711 -2.539
C -0.788 3.010 -1.727
C -0.622 3.059 -0.356
H 0.372 5.733 2.268
H 0.171 4.786 3.741
H -1.020 4.646 2.431
H 3.368 4.302 2.122
H 3.398 2.537 1.993
H 2.927 3.321 3.510
H 2.699 2.251 -0.211
H 2.396 2.248 -2.646
H 0.165 2.677 -3.613
H -1.756 3.212 -2.164
H -1.466 3.315 0.275
C 2.197 -3.785 -3.647
C 2.339 -2.889 -2.422
C 1.238 -3.185 -1.413
N 1.385 -2.363 -0.193
C 1.090 -1.094 -0.035
S 1.884 -0.259 1.287
N 0.250 -0.424 -0.836
C -0.814 -0.869 -1.728
O -0.869 -0.340 -2.799
C -1.792 -1.819 -1.174
C -2.617 -2.489 -2.078
C -3.577 -3.369 -1.609
C -3.728 -3.566 -0.243
C -2.922 -2.885 0.662
C -1.951 -2.016 0.198
H 2.977 -3.566 -4.374
H 1.234 -3.635 -4.136
H 2.281 -4.838 -3.376
H 2.279 -1.836 -2.715
H 3.314 -3.038 -1.952
H 1.268 -4.223 -1.084
H 0.256 -3.029 -1.849
H 1.974 -2.755 0.529
H 0.444 0.566 -0.934
H -2.494 -2.312 -3.139
H -4.213 -3.894 -2.308
H -4.485 -4.248 0.122
H -3.062 -3.028 1.724
H -1.342 -1.467 0.909
```

Results of the Löwdin charge analysis, in e, for atoms 1 through 4: number 1, Ir, carries 1.04; number 2, N, carries -0.09; number 3, N, carries 0.04; number 4, C, carries -0.62

---

Which value of largest force on an atom does entry 4 give? 0.0087 hartree/bohr

---

Among the records above, which one has the lowest largest force on an atom? C20H28IrN4O3SSi

---

Copy entry 2 word for word.
# C20H28F3MnO2

A structure of composition C20H28F3MnO2 at a distorted geometry (ωB97M-V/def2-TZVPD, the Open Molecules 2025 dataset).

Values from the calculation:
Largest force on an atom ... 0.0625 hartree/bohr
Orbital gap (alpha / beta) ... 4.1 / 6.5 eV
2S+1 ... 6
LUMO energy (alpha / beta) ... 2.5 / 2.5 eV
Total charge ... -1
HOMO (alpha / beta) ... -1.6 / -4.0 eV

Structure (XYZ):
```
54
C20H28F3MnO2 ωB97M-V/def2-TZVPD
O -0.212 -3.583 -0.527
C -0.701 -4.481 0.495
C 0.724 -5.027 0.749
H -1.492 -5.035 -0.013
H -1.098 -4.020 1.410
C 1.170 -3.828 -0.174
H 1.116 -5.923 0.270
H 1.097 -4.977 1.795
C 1.976 -4.158 -1.404
H 1.420 -4.861 -2.049
H 2.896 -4.658 -1.072
H 2.249 -3.236 -1.940
C 1.837 -2.916 0.824
H 1.236 -2.835 1.733
H 2.078 -1.919 0.468
H 2.789 -3.370 1.137
Mn -0.139 0.082 -0.077
C 0.174 1.380 1.676
C -1.227 1.324 1.425
C -1.639 -0.040 1.548
H -1.894 2.181 1.309
C -0.482 -0.844 1.826
C 0.652 0.045 1.903
H 1.660 -0.238 2.201
H 0.758 2.294 1.792
H -2.669 -0.378 1.622
H -0.493 -1.900 2.075
C 0.672 1.785 -1.164
C 1.762 1.114 -0.523
C 1.831 -0.214 -1.029
H 2.499 1.574 0.131
C 0.728 -0.414 -1.925
C 0.036 0.855 -2.044
H -0.715 1.112 -2.784
H 0.412 2.836 -1.077
H 2.670 -0.895 -0.924
H 0.556 -1.318 -2.505
O -0.740 -6.304 -1.271
C 0.017 -7.474 -0.853
C -0.771 -8.760 -1.092
H 0.254 -7.494 0.227
H 0.992 -7.469 -1.367
C -2.210 -8.266 -1.281
H -0.679 -9.473 -0.264
H -0.348 -9.207 -1.993
C -2.125 -6.734 -1.405
H -2.811 -8.514 -0.403
H -2.675 -8.717 -2.155
H -2.740 -6.234 -0.640
H -2.526 -6.393 -2.372
F -2.896 0.334 -0.959
C -1.982 -0.712 -1.020
F -2.542 -1.783 -0.376
F -1.910 -1.076 -2.330
```

Results of the Löwdin charge analysis, in e, for atoms 1 through 4: number 1, O, carries -0.07; number 2, C, carries -0.14; number 3, C, carries -0.08; number 4, H, carries 0.08

---

Look up the 2S+1 of the first one. 3